Entry 1:
82
Properties=species:S:1:pos:R:3:mulliken_charge:R:1 method="wB97M-V/def2-TZVPD" s2=3.79 multiplicity=4 homo_ha="-0.19814 / -0.22602" homo_lumo_gap_ev="4.9 / 5.7"
Co 3.01383 -2.79215 -1.31252 0.27
C 4.71307 -3.56531 -0.31250 -1.05
C 5.27872 -2.29715 -0.09136 -0.18
C 6.37023 -1.73546 -1.00459 -0.83
C 6.20843 -2.11031 -2.47833 -1.40
C 4.75451 -2.22664 -2.85851 0.23
C 3.99771 -3.44850 -2.89166 -0.75
C 4.64310 -4.80717 -2.51696 -1.08
C 5.37670 -4.63330 -1.17292 -0.99
C -0.54770 0.02131 -1.27413 -1.88
H 4.02821 -3.99454 0.46317 0.93
H 5.22593 -1.80473 0.85381 1.30
H 7.39466 -2.05433 -0.63804 0.46
H 6.40394 -0.60471 -0.90879 0.16
H 6.66689 -1.31285 -3.12053 0.45
H 6.75805 -3.02763 -2.67466 0.25
H 4.43621 -1.42236 -3.55049 0.53
H 3.30510 -3.53205 -3.73232 0.86
H 5.33126 -5.16171 -3.27226 0.38
H 3.85074 -5.54788 -2.43843 0.35
H 5.28755 -5.61447 -0.61435 0.39
H 6.46715 -4.47067 -1.37169 0.26
H -0.79502 -0.48998 -0.35502 0.41
H -1.46205 0.08822 -1.85554 0.64
H -0.07565 0.94148 -0.90352 0.43
P 3.02296 -0.39301 0.79484 1.00
P 0.69605 -0.42553 -2.50001 1.96
C 3.26876 -0.20133 -0.94030 0.09
C 2.42458 -0.57152 -1.99101 -1.45
C 3.60246 1.04936 1.63501 0.24
C 5.00651 1.26441 1.58787 -0.24
C 5.54447 2.19775 2.45866 -0.82
C 4.72168 2.89766 3.31777 -0.45
C 3.35356 2.69115 3.37698 -0.65
C 2.75829 1.79992 2.51757 -0.31
C 2.98756 -2.00130 1.65646 1.16
C 2.18413 -3.11671 1.08017 -0.11
C 1.79545 -4.11726 1.96022 -0.99
C 2.46764 -4.32161 3.16591 -0.71
C 3.30746 -3.31939 3.68867 -0.56
C 3.56598 -2.16347 2.95519 -0.34
C 0.66262 0.82898 -3.84871 0.02
C 0.92625 2.17270 -3.44350 -0.57
C 0.78577 3.23197 -4.35206 -0.65
C 0.46277 2.95249 -5.67787 -0.40
C 0.21984 1.64985 -6.09304 -0.66
C 0.35359 0.60099 -5.19560 -0.10
C 0.28962 -2.06080 -3.15044 -0.05
C -0.91105 -2.66471 -2.76280 -0.51
C -1.21473 -3.95101 -3.17550 -0.71
C -0.30394 -4.64954 -3.97211 -0.58
C 0.93159 -4.10397 -4.33052 -0.76
C 1.20525 -2.78329 -3.96268 -0.81
H 4.19273 0.39385 -1.14553 0.55
H 2.82565 -0.49555 -2.99294 0.50
H 5.63498 0.63762 0.95955 0.18
H 6.62514 2.36285 2.50032 0.39
H 5.13408 3.63115 4.00859 0.33
H 2.72249 3.17384 4.12653 0.41
H 1.70875 1.51972 2.48562 0.16
H 1.90658 -3.49995 -0.02602 0.19
H 1.02874 -4.77740 1.52979 0.41
H 2.26058 -5.26073 3.74120 0.33
H 3.67161 -3.45437 4.70562 0.41
H 4.16883 -1.33861 3.43781 0.35
H 1.22045 2.35093 -2.41765 0.35
H 0.87355 4.26520 -4.00951 0.39
H 0.29912 3.77160 -6.34819 0.38
H -0.13340 1.46592 -7.10399 0.39
H 0.19671 -0.42697 -5.51413 0.37
H -1.57994 -2.06124 -2.13371 0.32
H -2.17256 -4.40894 -2.86040 0.39
H -0.57961 -5.65438 -4.33209 0.37
H 1.66639 -4.71630 -4.90117 0.42
H 2.12641 -2.28948 -4.31449 1.06
Cl -2.76422 -0.57424 2.95239 -0.22
C -1.32377 0.39672 3.03437 0.14
Cl -0.31093 0.41525 4.45921 -0.21
C -0.40724 -0.14624 1.82888 0.64
O -0.09420 0.92530 1.22580 -0.74
O -0.17820 -1.28403 1.54151 -0.69
H -1.55218 1.41414 2.81209 0.27


Entry 2:
40
Properties=species:S:1:pos:R:3:nbo_charge:R:1 method="wB97M-V/def2-TZVPD" multiplicity=1 de_lowest_ev=0.000 homo_ha=-0.47486 total_charge=+1 homo_lumo_gap_ev=6.1
F -3.10751 2.46420 2.52048 -0.31
C -2.83532 1.12400 2.67587 0.45
C -3.89285 0.22442 2.62968 -0.33
C -3.55684 -1.11410 2.80987 0.44
F -4.57088 -2.04765 2.77308 -0.31
C -2.26511 -1.54405 3.09778 -0.30
C -1.25000 -0.59189 3.20263 0.01
C 0.10671 -1.04818 3.80540 -0.43
C 1.42653 -0.55881 3.14705 0.06
C 2.42283 -1.51002 2.91550 -0.29
C 3.73773 -1.08516 2.73695 0.44
F 4.74473 -2.02620 2.71767 -0.30
C 4.08819 0.25951 2.65832 -0.31
C 3.05236 1.17664 2.80469 0.44
F 3.35884 2.52116 2.76857 -0.31
C 1.72865 0.79822 3.05195 -0.30
C -1.51302 0.74514 2.93375 -0.31
H -4.91523 0.54873 2.44867 0.27
H -2.05571 -2.60116 3.26744 0.24
H 0.12599 -2.14941 3.75473 0.29
H 2.19066 -2.57477 2.96670 0.25
H 5.11717 0.57848 2.50225 0.28
H 1.00138 1.57512 3.27577 0.24
H -0.74338 1.50430 2.97544 0.23
C 0.22255 -0.61638 5.15704 0.44
N -1.98699 -1.42825 6.51038 -0.05
N -2.96989 -1.63082 6.02989 0.09
C 1.27335 -1.08202 6.03128 -0.21
C 2.35648 -0.22536 6.35402 -0.16
C 3.49017 -0.71817 6.97566 -0.10
C 3.53854 -2.04955 7.40308 -0.11
C 4.73429 -2.54519 8.01771 0.23
N 5.73608 -2.94566 8.47222 -0.20
C 2.43242 -2.88571 7.19126 -0.14
C 1.33343 -2.42444 6.48082 -0.15
H -0.35155 0.25216 5.48015 0.23
H 2.31179 0.81728 6.03066 0.24
H 4.36329 -0.07574 7.11977 0.25
H 2.45894 -3.91893 7.55636 0.26
H 0.48806 -3.07478 6.24656 0.24